1.
# C17H24FeN4

A molecular structure, C17H24FeN4 (wB97M-V/def2-TZVPD, the Open Molecules 2025 dataset).

```
46
Properties=species:S:1:pos:R:3:lowdin_spin:R:1
Fe -0.17016 -0.11608 0.08823 4.157
C -0.46173 2.79577 -0.71167 0.008
C -1.41437 2.58257 0.43119 0.008
N -0.86996 1.53271 1.33865 0.113
C 0.17245 2.01289 2.27600 0.008
C 1.53556 1.67974 1.75877 0.015
C 2.68164 2.25415 2.26124 0.005
C 3.91103 1.84429 1.76239 0.007
C 3.95240 0.87967 0.76292 0.005
C 2.76883 0.35080 0.30152 0.015
C 2.71077 -0.71785 -0.74335 0.008
N 1.34994 -0.79458 -1.32693 0.112
C 1.17711 -0.01908 -2.58936 0.008
C 0.94225 1.42719 -2.25394 0.008
N -0.25347 1.48338 -1.37491 0.126
N 1.57189 0.74074 0.79024 0.118
H -0.87211 3.52691 -1.40987 0.003
H 0.50877 3.16951 -0.38495 0.000
H -1.60213 3.51033 0.97438 0.003
H -2.37977 2.23103 0.05811 0.000
H -1.65053 1.21133 1.90159 0.002
H 0.06081 3.08346 2.45626 0.002
H 0.03019 1.51959 3.24035 0.000
H 2.61579 3.01101 3.03261 0.001
H 4.82754 2.27667 2.14353 0.000
H 4.89463 0.54700 0.34642 0.001
H 3.45405 -0.55616 -1.52592 0.002
H 2.94802 -1.67980 -0.28258 0.000
H 1.18471 -1.76776 -1.56381 0.002
H 2.03573 -0.14764 -3.25046 0.003
H 0.30880 -0.42939 -3.11134 0.000
H 1.77903 1.87318 -1.71767 0.000
H 0.79107 2.01103 -3.16339 0.003
H -1.06997 1.29786 -1.96046 0.004
C -0.11209 -2.71680 0.51950 0.048
C -1.06054 -2.48728 -0.48302 0.040
C -2.17909 -1.68951 -0.22301 0.031
C -2.34995 -1.13230 1.04808 0.039
C -1.40061 -1.36227 2.04966 0.047
C -0.27750 -2.14965 1.78525 0.041
H 0.72503 -3.38003 0.33267 0.001
H -0.96105 -2.97489 -1.44669 0.001
H -2.94572 -1.56473 -0.97912 0.001
H -3.25003 -0.57002 1.27192 0.001
H -1.56188 -0.97497 3.04949 0.001
H 0.42957 -2.37030 2.57597 0.001
```

Computed properties:
HOMO (alpha / beta)	-19.576 / -19.569	eV
charge	+3
frontier orbital gap (alpha / beta)	9.7 / 7.1	eV
multiplicity	6
expectation value of S²	8.76
total energy	-58339.4191	eV

---

2.
# C17H24N2O3

A single C17H24N2O3 molecule (wB97M-V/def2-TZVPD, the Open Molecules 2025 dataset).

```
46
Properties=species:S:1:pos:R:3:nbo_charge:R:1
C 5.76100 0.29075 -0.79924 -0.244
O 4.39951 0.48916 -1.07290 -0.537
C 3.62838 0.70331 0.08588 -0.052
C 2.18288 0.94572 -0.32963 -0.422
H 2.13556 1.84911 -0.93850 0.212
H 1.85332 0.10498 -0.94273 0.212
C 1.26947 1.08625 0.88625 -0.227
N -0.10895 1.25750 0.49265 -0.629
C -0.78501 2.40385 0.70776 0.684
O -0.32660 3.34846 1.31441 -0.624
C -2.20546 2.41539 0.14093 -0.308
H -2.63460 3.38385 0.40220 0.243
C -2.21059 2.17353 -1.37297 -0.502
C -2.62821 0.72270 -1.54180 0.687
O -2.60173 0.07347 -2.56360 -0.625
N -3.04413 0.26543 -0.33953 -0.444
C -3.04932 1.25971 0.70640 -0.202
H -2.61915 0.85735 1.62795 0.207
H -4.07752 1.58205 0.91941 0.193
C -3.64771 -1.02978 -0.16075 -0.216
H -4.66939 -0.90506 0.21919 0.200
C -2.86500 -1.92796 0.80369 -0.429
C -1.40093 -2.07973 0.47952 -0.030
C -0.48428 -2.19910 1.51848 -0.210
C 0.86102 -2.39718 1.26159 -0.216
C 1.31465 -2.46729 -0.04462 -0.244
C 0.41235 -2.33591 -1.08624 -0.152
C -0.93544 -2.14984 -0.82875 -0.248
H -1.61677 -2.05371 -1.65920 0.235
H 0.75598 -2.38492 -2.10884 0.213
H 2.36312 -2.62224 -0.25058 0.218
H 1.55414 -2.50258 2.08412 0.216
H -0.82968 -2.14697 2.54194 0.210
H -3.33341 -2.91677 0.78543 0.228
H -2.96522 -1.54396 1.82181 0.207
H -3.70195 -1.48306 -1.15310 0.237
H -1.24386 2.35535 -1.84155 0.246
H -2.94669 2.79928 -1.88103 0.242
H -0.52474 0.51201 -0.04522 0.408
H 1.53959 1.96854 1.47115 0.233
H 1.35385 0.19537 1.51742 0.197
H 3.68852 -0.17766 0.74655 0.154
H 4.01531 1.56984 0.64515 0.163
H 6.19902 1.16408 -0.29944 0.164
H 6.25269 0.13660 -1.75735 0.194
H 5.91600 -0.58991 -0.16230 0.161
```

Computed properties:
HOMO	-9.361	eV
charge	0
frontier orbital gap	10.1	eV
SMILES	COCCCNC(=O)[C@H]1CC(=O)N(CCc2ccccc2)C1
multiplicity	1
total energy	-27142.3113	eV
energy relative to the best compared isomer or geometry (same formula, charge and spin)	22.44	kcal/mol

---

3.
# C17H24N2O5S2

A single C17H24N2O5S2 molecule (wB97M-V/def2-TZVPD, the Open Molecules 2025 dataset).

```
50
Properties=species:S:1:pos:R:3:nbo_charge:R:1
C 2.14309 -3.94901 -3.55633 -0.623
H 1.12481 -4.32049 -3.46646 0.215
H 2.63849 -4.50908 -4.34693 0.219
H 2.65018 -4.15200 -2.61791 0.212
C 2.12754 -2.45970 -3.90321 0.015
C 1.23077 -2.27044 -5.12360 -0.624
H 1.71414 -2.70179 -5.99795 0.220
H 1.01572 -1.22840 -5.32849 0.217
H 0.28378 -2.78518 -4.97839 0.212
C 3.53311 -1.83863 -4.06126 -0.216
H 4.13995 -2.25087 -4.86570 0.222
C 4.14109 -2.01623 -2.66814 -0.547
C 2.93547 -1.86390 -1.76453 0.670
O 2.90454 -1.97591 -0.56748 -0.565
C 1.76472 -1.56276 -2.68720 -0.190
C 0.40573 -1.75285 -2.06337 -0.643
H 0.40227 -2.57131 -1.34751 0.259
H -0.36544 -1.91476 -2.81329 0.257
S -0.20172 -0.31497 -1.12804 2.298
O -1.20283 -0.80332 -0.22261 -0.938
O -0.58049 0.73032 -2.03464 -0.963
N 1.16001 0.22497 -0.30601 -0.860
H 1.41677 -0.45181 0.40035 0.414
C 1.02391 1.57483 0.22295 -0.259
C -0.05318 1.65102 1.27306 -0.039
C -1.34892 2.00870 0.91696 -0.186
C -2.35850 1.99077 1.86346 -0.173
C -2.06134 1.61399 3.15682 -0.334
C -0.78442 1.25071 3.53056 -0.196
C 0.22232 1.26659 2.58130 -0.156
H 1.22739 0.97707 2.85368 0.204
H -0.60498 0.94660 4.54927 0.239
S -3.33915 1.64281 4.39330 2.302
O -3.01073 0.74226 5.46014 -0.938
O -4.63116 1.56602 3.77737 -0.935
N -3.14342 3.21526 4.98543 -1.076
H -3.94945 3.78596 4.78833 0.401
H -2.92903 3.21494 5.96942 0.401
H -3.37613 2.24500 1.61502 0.241
H -1.56268 2.27856 -0.10562 0.232
H 0.76925 2.20350 -0.63247 0.232
H 1.99514 1.87551 0.62517 0.216
C 2.07126 -0.13768 -3.20927 -0.428
H 2.35107 0.51352 -2.38347 0.239
H 1.18059 0.28918 -3.66529 0.244
C 3.22249 -0.34543 -4.21055 -0.401
H 2.92398 -0.10529 -5.22945 0.212
H 4.09053 0.26733 -3.97040 0.210
H 4.60428 -2.99199 -2.52179 0.246
H 4.89495 -1.26521 -2.42964 0.241
```

Computed properties:
HOMO	-9.437	eV
charge	0
frontier orbital gap	10.0	eV
SMILES	CC1(C)[C@H]2CC[C@]1(CS(=O)(=O)NCc1ccc(S(N)(=O)=O)cc1)C(=O)C2
multiplicity	1
total energy	-52906.4969	eV
energy relative to the best compared isomer or geometry (same formula, charge and spin)	24.13	kcal/mol

---

4.
# C17H24N2O6S

A single C17H24N2O6S molecule at a distorted geometry (wB97M-V/def2-TZVPD, the Open Molecules 2025 dataset).

```
50
Properties=species:S:1:pos:R:3:nbo_charge:R:1
C 3.89829 0.73169 -2.27696 -0.610
H 3.14292 1.32437 -1.76758 0.212
H 3.54731 0.49740 -3.27864 0.210
H 4.80629 1.32428 -2.35414 0.204
C 4.17277 -0.55758 -1.50602 -0.229
N 4.64590 -0.27381 -0.16823 -0.699
S 3.59448 -0.71941 1.05179 2.330
O 2.98261 -1.99201 0.78107 -0.946
O 4.27771 -0.54065 2.29837 -0.942
C 2.35734 0.55800 0.86185 -0.385
C 1.10398 0.25315 0.39048 -0.124
C 0.16642 1.26841 0.19257 -0.221
C 0.51375 2.60347 0.49221 0.388
C 1.79748 2.88057 0.98421 -0.269
C 2.70947 1.86681 1.16431 -0.134
H 3.69940 2.06020 1.54496 0.238
H 2.03901 3.90602 1.21438 0.232
O -0.32935 3.61889 0.32383 -0.655
H -1.18951 3.26110 -0.00200 0.518
C -1.18697 0.97110 -0.29916 0.806
O -2.02705 1.82690 -0.53031 -0.643
O -1.39986 -0.32535 -0.52507 -0.480
C -2.74571 -0.67703 -0.76484 -0.174
H -2.74267 -1.73977 -1.01098 0.218
H -3.15408 -0.09095 -1.59634 0.214
C -3.55964 -0.40610 0.51430 0.665
O -3.02363 -0.00788 1.52686 -0.614
N -4.87374 -0.64590 0.41631 -0.429
C -5.60268 -1.05866 -0.76634 -0.216
C -7.02397 -1.29816 -0.25526 -0.405
H -7.77080 -1.14015 -1.02996 0.221
C -7.14263 -0.30542 0.89973 -0.410
C -5.76194 -0.38268 1.53978 -0.213
H -5.45336 0.53466 2.04335 0.229
H -5.69870 -1.20698 2.25855 0.195
H -7.93652 -0.56283 1.59646 0.222
H -7.32376 0.69828 0.51453 0.206
H -7.11854 -2.31749 0.11984 0.206
H -5.16456 -1.95698 -1.20851 0.202
H -5.59011 -0.25968 -1.51795 0.191
H 0.85024 -0.77316 0.18066 0.258
C 6.05987 -0.40147 0.11359 -0.215
C 6.53129 -1.85083 0.19897 -0.628
H 5.96236 -2.36388 0.97019 0.222
H 7.58778 -1.88560 0.45239 0.214
H 6.38180 -2.36938 -0.74561 0.201
H 6.21954 0.08557 1.07681 0.227
H 6.60951 0.14581 -0.65761 0.197
H 3.25575 -1.14435 -1.41398 0.220
H 4.90650 -1.16255 -2.04688 0.197
```

Computed properties:
HOMO	-8.824	eV
charge	0
frontier orbital gap	9.2	eV
SMILES	CCN(CC)S(=O)(=O)c1ccc(O)c(C(=O)OCC(=O)N2CCCC2)c1
multiplicity	1
total energy	-44119.5938	eV
energy relative to the best compared isomer or geometry (same formula, charge and spin)	0.00	kcal/mol

---

Please write out number 2 again, unchanged.
# C17H24N2O3

A single C17H24N2O3 molecule (wB97M-V/def2-TZVPD, the Open Molecules 2025 dataset).

```
46
Properties=species:S:1:pos:R:3:nbo_charge:R:1
C 5.76100 0.29075 -0.79924 -0.244
O 4.39951 0.48916 -1.07290 -0.537
C 3.62838 0.70331 0.08588 -0.052
C 2.18288 0.94572 -0.32963 -0.422
H 2.13556 1.84911 -0.93850 0.212
H 1.85332 0.10498 -0.94273 0.212
C 1.26947 1.08625 0.88625 -0.227
N -0.10895 1.25750 0.49265 -0.629
C -0.78501 2.40385 0.70776 0.684
O -0.32660 3.34846 1.31441 -0.624
C -2.20546 2.41539 0.14093 -0.308
H -2.63460 3.38385 0.40220 0.243
C -2.21059 2.17353 -1.37297 -0.502
C -2.62821 0.72270 -1.54180 0.687
O -2.60173 0.07347 -2.56360 -0.625
N -3.04413 0.26543 -0.33953 -0.444
C -3.04932 1.25971 0.70640 -0.202
H -2.61915 0.85735 1.62795 0.207
H -4.07752 1.58205 0.91941 0.193
C -3.64771 -1.02978 -0.16075 -0.216
H -4.66939 -0.90506 0.21919 0.200
C -2.86500 -1.92796 0.80369 -0.429
C -1.40093 -2.07973 0.47952 -0.030
C -0.48428 -2.19910 1.51848 -0.210
C 0.86102 -2.39718 1.26159 -0.216
C 1.31465 -2.46729 -0.04462 -0.244
C 0.41235 -2.33591 -1.08624 -0.152
C -0.93544 -2.14984 -0.82875 -0.248
H -1.61677 -2.05371 -1.65920 0.235
H 0.75598 -2.38492 -2.10884 0.213
H 2.36312 -2.62224 -0.25058 0.218
H 1.55414 -2.50258 2.08412 0.216
H -0.82968 -2.14697 2.54194 0.210
H -3.33341 -2.91677 0.78543 0.228
H -2.96522 -1.54396 1.82181 0.207
H -3.70195 -1.48306 -1.15310 0.237
H -1.24386 2.35535 -1.84155 0.246
H -2.94669 2.79928 -1.88103 0.242
H -0.52474 0.51201 -0.04522 0.408
H 1.53959 1.96854 1.47115 0.233
H 1.35385 0.19537 1.51742 0.197
H 3.68852 -0.17766 0.74655 0.154
H 4.01531 1.56984 0.64515 0.163
H 6.19902 1.16408 -0.29944 0.164
H 6.25269 0.13660 -1.75735 0.194
H 5.91600 -0.58991 -0.16230 0.161
```

Computed properties:
HOMO	-9.361	eV
charge	0
frontier orbital gap	10.1	eV
SMILES	COCCCNC(=O)[C@H]1CC(=O)N(CCc2ccccc2)C1
multiplicity	1
total energy	-27142.3113	eV
energy relative to the best compared isomer or geometry (same formula, charge and spin)	22.44	kcal/mol

---

Q: Which formula does entry 4 have?
A: C17H24N2O6S

---

Q: multiplicity of number 4 (C17H24N2O6S)?
A: 1

---

Q: Which formula does entry 4 have?
A: C17H24N2O6S